Record 1
Computed, not measured: C21H35BMnO2P2 as an isolated structure at a distorted geometry, with the ωB97M-V functional and the def2-TZVPD basis.

Geometry as XYZ:
```
62
Properties=species:S:1:pos:R:3
H -2.250 2.176 -2.945
H 0.071 -1.174 -2.817
H 1.175 3.600 -5.177
H -1.349 3.054 -6.961
H -2.718 0.103 3.677
Mn -0.899 -3.291 -1.250
H -1.914 1.771 5.359
O 1.195 -0.173 1.667
C -1.412 0.322 -3.460
H -2.458 1.784 -6.393
C -1.468 -3.218 -4.873
H 1.639 -3.185 -4.580
C 0.387 1.540 -0.936
C 1.699 1.394 -1.648
C 1.061 2.871 -5.989
H 2.045 -0.302 -4.310
H 2.009 2.391 -6.242
B 0.338 -1.201 1.256
H 2.814 1.497 -3.297
H -0.572 2.337 -3.528
H 0.331 2.787 5.082
P -0.129 1.583 -5.543
C 1.702 1.479 -3.175
O -0.958 -1.069 1.822
P -0.339 -1.843 -4.905
C -1.238 1.447 4.565
C 0.914 1.566 3.420
H 2.176 0.465 -1.307
C -0.807 1.710 -1.469
H -2.018 3.150 -5.320
H 1.210 0.122 -6.846
C 0.034 1.979 4.423
H 0.638 3.372 -6.870
H -0.274 0.782 -7.696
C 1.283 -2.514 -5.364
C 0.487 0.507 2.657
H -1.816 -0.686 -6.439
C -1.687 0.453 3.669
H 0.522 1.565 0.168
H 0.151 -3.280 0.630
H 0.403 -2.079 -0.779
H 1.921 1.989 3.243
C -1.653 2.464 -6.091
C 1.149 0.336 -4.029
H 1.700 -2.474 0.321
H -1.719 1.756 -0.809
H -1.337 -3.833 -3.967
H 1.123 -3.109 -6.285
C -0.824 -0.019 2.716
H 2.364 2.239 -1.375
H -2.501 -2.861 -4.942
C -0.064 -0.445 -3.649
C 0.618 -2.345 0.272
H -1.218 -3.812 -5.771
H 1.363 2.520 -3.411
H -2.035 -0.263 -2.766
H 2.059 -1.761 -5.561
C -1.250 1.728 -2.898
C 0.121 0.306 -6.778
H -0.581 -1.682 -7.234
C -0.737 -0.916 -6.460
H -1.961 0.375 -4.427
```

Values from the calculation:
Spin multiplicity: 6
Molecular weight in g mol⁻¹: 447.21
LUMO energy (alpha / beta) in eV: 0.27 / -0.10
⟨S²⟩: 9.190
HOMO-LUMO gap (alpha / beta) in eV: 5.0 / 3.2
Total charge: 0
Energy above the lowest of the compared OMol25 structures with the same formula, charge and spin in kcal/mol: 0.0

Atom charges from the Mulliken analysis, given in e for atoms 1 to 4:
1 H 0.48
2 H -2.82
3 H 0.34
4 H 0.52



Record 2
Computed, not measured: a 2-piece molecular cluster, CF2N2 overall at a distorted geometry, with the ωB97M-V functional and the def2-TZVPD basis.

Geometry as XYZ:
```
5
Properties=species:S:1:pos:R:3
F -0.822 -1.301 0.116
N -0.332 -0.158 -0.359
C 0.855 0.195 0.047
F -1.695 0.910 0.102
N 1.994 0.355 0.094
```

Values from the calculation:
Spin multiplicity: 1
Molecular weight in g mol⁻¹: 78.02
LUMO energy (alpha / beta) in eV: -3.05 / -3.25
HOMO-LUMO gap (alpha / beta) in eV: 9.1 / 8.9
Total charge: 0
Energy above the lowest of the compared OMol25 structures with the same formula, charge and spin in kcal/mol: 124.3

Atom charges from the Mulliken analysis, given in e for atoms 1 to 4:
1 F -0.04
2 N 0.12
3 C 0.44
4 F -0.31



Record 3
Computed, not measured: a 2-piece molecular cluster, C5H9F4NO2S overall at a distorted geometry, with the ωB97M-V functional and the def2-TZVPD basis.

Geometry as XYZ:
```
22
Properties=species:S:1:pos:R:3
C -1.361 1.348 0.126
N -0.600 -0.341 1.562
C 3.319 -0.314 -0.200
F 4.112 0.361 -0.975
F 3.930 -0.839 0.800
H -0.913 -0.126 -1.831
H -2.708 -1.856 0.383
C -0.458 -0.712 -0.954
C -2.682 -0.825 0.167
O 2.926 1.759 1.475
H -0.756 1.879 0.876
H -3.052 -0.655 -0.819
H -0.439 -1.735 -1.095
S 2.030 0.957 0.634
F -0.188 -1.572 1.787
H -3.472 -0.428 0.767
H 0.574 -0.314 -0.933
F 2.728 -1.236 -0.959
H -0.938 1.606 -0.877
O 1.532 1.611 -0.558
H -2.414 1.600 0.366
C -1.172 -0.168 0.257
```

Values from the calculation:
Spin multiplicity: 1
Molecular weight in g mol⁻¹: 223.19
LUMO energy (alpha / beta) in eV: -0.62 / -3.15
HOMO-LUMO gap (alpha / beta) in eV: 9.8 / 6.6
Total charge: 0
Energy above the lowest of the compared OMol25 structures with the same formula, charge and spin in kcal/mol: 103.6

Atom charges from the Mulliken analysis, given in e for atoms 1 to 4:
1 C -1.27
2 N -0.47
3 C 0.75
4 F -0.20



Repeat the second record exactly.
Computed, not measured: a 2-piece molecular cluster, CF2N2 overall at a distorted geometry, with the ωB97M-V functional and the def2-TZVPD basis.

Geometry as XYZ:
```
5
Properties=species:S:1:pos:R:3
F -0.822 -1.301 0.116
N -0.332 -0.158 -0.359
C 0.855 0.195 0.047
F -1.695 0.910 0.102
N 1.994 0.355 0.094
```

Values from the calculation:
Spin multiplicity: 1
Molecular weight in g mol⁻¹: 78.02
LUMO energy (alpha / beta) in eV: -3.05 / -3.25
HOMO-LUMO gap (alpha / beta) in eV: 9.1 / 8.9
Total charge: 0
Energy above the lowest of the compared OMol25 structures with the same formula, charge and spin in kcal/mol: 124.3

Atom charges from the Mulliken analysis, given in e for atoms 1 to 4:
1 F -0.04
2 N 0.12
3 C 0.44
4 F -0.31